Run 1
20
Properties=species:S:1:pos:R:3:mulliken_spin:R:1 method="wB97M-V/def2-TZVPD" molar_mass_g_mol=1010.92 multiplicity=2 homo_lumo_gap_ev="7.90 / 3.08" charge=+1
C -2.084 -3.179 2.009 -0.025
Br -1.697 -2.827 3.862 -0.003
Br -2.110 -1.417 0.958 0.450
Br -3.904 -3.866 1.628 0.183
H -1.432 -3.875 1.483 -0.004
C -1.157 1.496 -1.033 -0.018
Br -1.549 3.192 -0.157 -0.002
Br 0.459 0.547 -0.419 0.330
Br -0.886 1.810 -3.029 0.045
H -1.934 0.735 -1.106 0.008
C 1.489 -2.955 0.166 0.010
Br 1.841 -4.369 1.591 0.000
Br 0.271 -3.729 -1.129 0.005
Br 3.326 -2.657 -0.543 0.000
H 1.042 -2.052 0.583 -0.006
C 1.621 4.633 -0.995 -0.002
Br 1.543 6.487 -1.524 0.001
Br 1.501 4.373 0.961 0.003
Br 2.952 3.451 -1.906 0.021
H 0.706 4.203 -1.401 0.001

***

Run 2
20
Properties=species:S:1:pos:R:3:mulliken_spin:R:1 method="wB97M-V/def2-TZVPD" molar_mass_g_mol=1010.92 multiplicity=2 homo_lumo_gap_ev="7.57 / 2.37" charge=+1
C 3.335 1.501 3.873 -0.022
Br 1.448 1.899 3.358 0.432
Br 3.662 -0.410 3.762 0.000
Br 3.458 2.120 5.725 0.102
H 4.090 1.874 3.180 0.002
C -1.217 -1.479 -4.413 0.001
Br 0.306 -2.665 -4.205 0.001
Br -2.694 -2.527 -5.078 0.001
Br -0.731 -0.101 -5.756 0.000
H -1.494 -0.983 -3.483 0.000
C 0.064 1.684 -0.027 -0.030
Br 1.753 2.708 -0.018 0.435
Br -0.002 0.591 -1.699 0.062
Br -1.458 2.900 0.084 -0.004
H 0.084 1.030 0.844 0.014
C -2.055 -1.469 0.737 -0.001
Br -3.936 -1.623 1.399 0.001
Br -1.919 -2.623 -0.889 0.006
Br -0.793 -2.004 2.133 0.000
H -1.902 -0.423 0.474 0.001

***

run 2 has the most favorable energy; the next structure is 0.323 eV above.